Here is a gas-phase ion, C10H23N2 (charge +1) in a non-equilibrium geometry from the OMol25 dataset. Energies are from wB97M-V/def2-TZVPD.

ORCA input file:
```
! RIJCOSX wB97M-V def2-TZVPD def2/J DEFGRID3
* xyz 1 1
C -2.2325 3.4343 -1.4489
C -1.3906 2.5816 -0.2821
N -1.2085 1.1537 -0.7674
C -1.3377 0.1403 0.3482
C -2.5135 -0.8903 -0.2421
C -1.7589 -2.2441 -0.8491
N -0.2684 -2.1319 -0.4808
C -0.1418 -0.9807 0.4920
C 1.3079 -0.2556 0.7373
C 1.6095 -0.3000 2.3577
C 2.4452 -1.0033 -0.1765
C 3.9385 -0.3291 -0.1181
H -1.5909 3.5934 -2.4170
H -3.2020 2.8296 -1.7164
H -2.5211 4.4953 -1.0330
H -2.0183 2.5515 0.7130
H -0.3573 3.1096 -0.0988
H -0.2510 1.0857 -1.1871
H -1.6037 0.4944 1.4332
H -3.1364 -0.2760 -1.0433
H -3.2519 -1.0727 0.6627
H -2.0045 -2.5141 -1.9807
H -2.0910 -3.1305 -0.1597
H 0.0530 -3.0171 -0.0215
H 0.1922 -2.0894 -1.4170
H -0.3868 -1.5151 1.5268
H 1.2013 0.8840 0.4321
H 1.8853 -1.4036 2.7138
H 0.5866 -0.0208 2.9028
H 2.3946 0.4977 2.7217
H 2.5050 -2.1487 0.0826
H 2.0668 -0.9291 -1.3047
H 4.1929 0.2281 0.8791
H 4.1728 0.4007 -1.0282
H 4.7156 -1.2275 -0.2307
*
```

Energy above the lowest of the compared OMol25 structures with the same formula, charge and spin = 87.0 kcal/mol
Gap between HOMO and LUMO = 9.1 eV
DFT total energy = -503.9137 a.u.
SMILES = CCN[C@H]1CC[NH2+][C@H]1[C@@H](C)CC

Atom charges from the Löwdin analysis, given in e for atoms 1 to 6: number 1, C, carries -0.114; number 2, C, carries -0.248; number 3, N, carries -0.088; number 4, C, carries -0.245; number 5, C, carries -0.098; number 6, C, carries -0.085